(1)
Density functional theory data (ωB97M-V/def2-TZVPD) for a cluster of 3 separate species, C5H13NO2 in total at a distorted geometry.

The calculation puts the maximum force at 2.2 eV Å⁻¹. The calculation puts the HOMO energy at -7.3 eV. The value obtained for the LUMO energy is -2.82 eV.

Last columns: bonded neighbours and bond lengths (Å).
Geometry (Å):
1 N 1.411 -0.147 -1.907  C2 1.444, H7 1.012, H17 1.047
2 C 0.975 -0.685 -0.639  N1 1.444, C3 1.456, H8 1.084, H9 1.120
3 C -0.371 -1.232 -0.550  C2 1.456, C4 1.389, H10 1.092
4 C -1.234 -0.630 0.356  C3 1.389, C5 1.353, H11 1.086
5 C -2.582 -0.598 0.241  C4 1.353, C6 1.467, H12 1.090
6 C -3.432 0.407 0.890  C5 1.467, H13 1.081, H14 1.095, H15 1.094
7 H 1.613 -0.849 -2.607  N1 1.012
8 H 1.051 0.141 0.058  C2 1.084
9 H 1.607 -1.558 -0.333  C2 1.120
10 H -0.742 -2.093 -1.111  C3 1.092
11 H -0.897 0.040 1.142  C4 1.086
12 H -3.068 -1.188 -0.537  C5 1.090
13 H -3.797 1.180 0.228  C6 1.081
14 H -4.140 -0.143 1.518  C6 1.095
15 H -2.821 0.930 1.632  C6 1.094
16 H 4.351 0.320 -0.223  O18 0.956
17 H 2.301 0.349 -1.670  N1 1.047
18 O 3.425 0.541 -0.310  H16 0.956
19 H 2.532 1.277 0.680  O21 1.032
20 H 2.064 2.248 1.927  O21 0.955
21 O 1.753 1.691 1.216  H19 1.032, H20 0.955

---

(2)
Density functional theory data (ωB97M-V/def2-TZVPD) for a cluster of 2 separate species, C5H13NO2 in total at a distorted geometry.

The spin multiplicity is 2. As for the net charge: +1. The calculation puts the maximum force at 5.9 eV Å⁻¹. The calculation puts the HOMO energy (spin up / spin down) at -14.8 / -14.8 eV. The value obtained for the LUMO energy (spin up / spin down) is -4.35 / -8.92 eV.

Last columns: bonded neighbours and bond lengths (Å).
Geometry (Å):
1 C 1.439 2.029 2.218  C2 1.554, H8 1.028, H9 1.196, H10 1.106
2 C 0.120 1.211 2.167  C1 1.554, C3 1.521, H11 1.183, H12 1.125
3 C -0.387 1.306 0.736  C2 1.521, C4 1.471, H13 1.119, H14 1.170
4 C 0.005 0.099 -0.009  C3 1.471, C5 1.484, H15 1.126, H16 1.098
5 C -1.021 -0.958 -0.186  C4 1.484, N6 1.359, O7 1.279
6 N -1.032 -1.773 -1.274  C5 1.359, H17 1.033, H18 0.937
7 O -1.945 -1.153 0.675  C5 1.279
8 H 1.980 2.176 3.081  C1 1.028
9 H 1.064 3.159 2.109  C1 1.196
10 H 2.217 1.593 1.565  C1 1.106
11 H 0.371 0.159 2.647  C2 1.183
12 H -0.672 1.604 2.862  C2 1.125
13 H -1.503 1.388 0.701  C3 1.119
14 H 0.009 2.317 0.302  C3 1.170
15 H 0.419 0.312 -1.034  C4 1.126
16 H 0.834 -0.396 0.514  C4 1.098
17 H -1.709 -2.550 -1.349  N6 1.033
18 H -0.398 -1.577 -1.935  N6 0.937
19 H 1.809 -0.117 -3.012  O21 1.013
20 H 2.765 -0.824 -3.969  O21 1.026
21 O 1.833 -0.966 -3.565  H19 1.013, H20 1.026

---

(3)
Density functional theory data (ωB97M-V/def2-TZVPD) for a cluster of 3 separate species, C5H13NO2 in total at a distorted geometry.

The spin multiplicity is 2. As for the net charge: +1. The calculation puts the maximum force at 2.9 eV Å⁻¹. The calculation puts the HOMO energy (spin up / spin down) at -13.3 / -13.3 eV. The value obtained for the LUMO energy (spin up / spin down) is -4.55 / -7.44 eV.

Last columns: bonded neighbours and bond lengths (Å).
Geometry (Å):
1 C 1.410 -2.678 -2.248  C4 1.486, H7 1.087, H8 1.091, H9 1.094
2 N 1.406 -0.364 -0.248  C3 1.377, H10 1.019, H11 1.015
3 C 0.262 -1.048 -0.595  N2 1.377, C4 1.377, C6 1.460
4 C 0.263 -1.996 -1.594  C1 1.486, C3 1.377, H12 1.089
5 C -2.100 -1.087 0.253  C6 1.337, H13 1.084, H14 1.081
6 C -0.925 -0.485 0.042  C3 1.460, C5 1.337, H15 1.084
7 H 1.667 -3.600 -1.731  C1 1.087
8 H 2.237 -1.983 -2.400  C1 1.091
9 H 1.101 -2.948 -3.263  C1 1.094
10 H 2.204 -0.723 -0.773  N2 1.019
11 H 1.685 -0.243 0.720  N2 1.015
12 H -0.706 -2.478 -1.713  C4 1.089
13 H -2.372 -2.031 -0.204  C5 1.084
14 H -2.862 -0.600 0.847  C5 1.081
15 H -0.698 0.494 0.449  C6 1.084
16 H -0.794 3.902 3.114  O18 0.954
17 H -0.380 5.375 3.214  O18 0.956
18 O -1.133 4.787 3.230  H16 0.954, H17 0.956
19 H -0.798 2.836 0.805  O21 0.985
20 H 0.589 2.330 0.712  O21 0.954
21 O -0.057 2.540 1.382  H19 0.985, H20 0.954

---

(4)
Density functional theory data (ωB97M-V/def2-TZVPD) for a cluster of 3 separate species, C5H13NO2 in total at a distorted geometry.

The spin multiplicity is 2. As for the net charge: +1. The calculation puts the maximum force at 5.2 eV Å⁻¹. The calculation puts the HOMO energy (spin up / spin down) at -13.4 / -13.4 eV. The value obtained for the LUMO energy (spin up / spin down) is -4.66 / -7.64 eV.

Last columns: bonded neighbours and bond lengths (Å).
Geometry (Å):
1 C 0.599 -0.622 -0.650  N2 1.414, H7 1.049, H8 1.146, H9 1.161
2 N 0.561 0.537 -1.461  C1 1.414, C3 1.439, H10 1.046
3 C -0.707 1.193 -1.646  N2 1.439, C4 1.398, C6 1.477
4 C -1.855 0.918 -0.897  C3 1.398, H11 1.064, H12 1.051
5 C 0.336 3.230 -2.623  C6 1.310, H13 1.130, H14 1.158
6 C -0.658 2.384 -2.519  C3 1.477, C5 1.310, H15 1.082
7 H -0.144 -1.313 -0.916  C1 1.049
8 H 1.658 -1.058 -0.675  C1 1.146
9 H 0.344 -0.543 0.479  C1 1.161
10 H 0.935 0.468 -2.436  N2 1.046
11 H -1.940 0.302 -0.033  C4 1.064
12 H -2.862 1.066 -1.159  C4 1.051
13 H 1.294 3.264 -2.025  C5 1.130
14 H 0.412 3.936 -3.537  C5 1.158
15 H -1.500 2.516 -3.186  C6 1.082
16 H 2.819 0.267 6.307  O18 1.000
17 H 1.623 -0.403 6.132  O18 0.913
18 O 2.490 -0.674 6.228  H16 1.000, H17 0.913
19 H -0.949 -4.849 0.846  O21 0.982
20 H -1.683 -5.310 2.075  O21 0.985
21 O -0.774 -5.307 1.696  H19 0.982, H20 0.985

---

(5)
Density functional theory data (ωB97M-V/def2-TZVPD) for a cluster of 2 separate species, C5H13NO2 in total at a distorted geometry.

The spin multiplicity is 2. As for the net charge: +1. The calculation puts the maximum force at 3.3 eV Å⁻¹. The calculation puts the HOMO energy (spin up / spin down) at -13.6 / -13.6 eV. The value obtained for the LUMO energy (spin up / spin down) is -3.05 / -8.20 eV.

Last columns: bonded neighbours and bond lengths (Å).
Geometry (Å):
1 C 0.354 0.930 2.009  C2 1.469, H8 1.077, H9 1.089, H10 1.101
2 C -0.439 0.284 0.954  C1 1.469, N3 1.378, O7 1.234
3 N -0.518 0.741 -0.344  C2 1.378, C4 1.457, C6 1.456
4 C 0.063 1.973 -0.862  N3 1.457, C5 1.551, H11 1.091, H12 1.083
5 C 1.306 1.721 -1.755  C4 1.551, H13 1.085, H14 1.087, H15 1.100
6 C -1.208 -0.033 -1.365  N3 1.456, H16 1.097, H17 1.076, H18 1.101
7 O -1.151 -0.695 1.196  C2 1.234
8 H 0.412 0.297 2.879  C1 1.077
9 H 1.326 1.232 1.621  C1 1.089
10 H -0.120 1.918 2.111  C1 1.101
11 H -0.710 2.466 -1.452  C4 1.091
12 H 0.289 2.627 -0.028  C4 1.083
13 H 1.346 2.199 -2.729  C5 1.085
14 H 2.189 1.919 -1.155  C5 1.087
15 H 1.271 0.663 -2.053  C5 1.100
16 H -0.932 -1.091 -1.272  C6 1.097
17 H -1.090 0.388 -2.348  C6 1.076
18 H -2.256 -0.125 -1.039  C6 1.101
19 H 0.711 -5.742 1.882  O21 0.976
20 H -0.641 -6.222 2.059  O21 0.960
21 O -0.201 -5.450 1.694  H19 0.976, H20 0.960

---

(6)
Density functional theory data (ωB97M-V/def2-TZVPD) for a cluster of 2 separate species, C5H13NO2PS in total at a distorted geometry.

As for the net charge: +1. The calculation puts the maximum force at 6.5 eV Å⁻¹. The calculation puts the HOMO energy at -12.8 eV. The value obtained for the LUMO energy is -3.64 eV.

Last columns: bonded neighbours and bond lengths (Å).
Geometry (Å):
1 C 1.528 0.935 1.337  C2 1.408, O7 1.128
2 C 0.831 1.496 2.424  C1 1.408, H11 1.175, H12 1.122, H13 1.130
3 C 1.035 -1.911 0.849  N6 1.483, H14 1.141, H15 1.093, H16 1.088
4 C 0.484 -0.146 -2.518  P9 1.807, H17 1.006, H18 1.155, H19 1.118
5 C -1.569 1.033 -0.869  P9 1.862, S10 1.898, H20 1.162, H21 1.147
6 N 0.256 -0.675 0.597  C3 1.483, P9 1.656
7 O 2.493 0.918 0.755  C1 1.128
8 O -1.118 -1.674 -1.388  P9 1.607, H22 1.008
9 P -0.329 -0.356 -0.918  C4 1.807, C5 1.862, N6 1.656, O8 1.607
10 S -2.912 0.599 0.399  C5 1.898, H23 1.279
11 H 0.375 2.561 2.229  C2 1.175
12 H -0.156 1.106 2.789  C2 1.122
13 H 1.591 1.706 3.233  C2 1.130
14 H 1.515 -1.924 1.884  C3 1.141
15 H 0.438 -2.822 0.762  C3 1.093
16 H 1.894 -2.118 0.214  C3 1.088
17 H 0.076 -0.699 -3.252  C4 1.006
18 H 1.625 -0.287 -2.408  C4 1.155
19 H 0.378 0.947 -2.730  C4 1.118
20 H -1.952 1.341 -1.923  C5 1.162
21 H -1.130 1.984 -0.403  C5 1.147
22 H -1.387 -2.420 -0.766  O8 1.008
23 H -3.967 0.405 -0.298  S10 1.279

---

(7)
Density functional theory data (ωB97M-V/def2-TZVPD) for a cluster of 2 separate species, C5H13NO3S in total at a distorted geometry.

The spin multiplicity is 3. The calculation puts the maximum force at 4.6 eV Å⁻¹. The calculation puts the HOMO energy (spin up / spin down) at -8.5 / -10.4 eV. The value obtained for the LUMO energy (spin up / spin down) is 0.67 / -1.71 eV.

Last columns: bonded neighbours and bond lengths (Å).
Geometry (Å):
1 C 2.248 -1.210 -0.309  C5 1.532, H11 1.101, H12 1.128, H13 1.093
2 C 1.782 1.338 0.017  C5 1.564, H14 1.069, H15 1.116, H16 1.164
3 C 0.478 -0.538 1.417  C5 1.643, H17 1.102, H18 1.077, H19 1.105
4 C -1.743 0.950 -1.163  S10 1.687, H20 0.982, H21 1.037
5 C 1.218 -0.121 0.011  C1 1.532, C2 1.564, C3 1.643, N6 1.381
6 N 0.423 -0.220 -1.113  C5 1.381, H23 1.007
7 O -3.957 0.364 -0.377  S10 1.667, H22 0.930
8 O -2.182 0.684 1.362  S10 1.405
9 O -2.170 -1.347 0.027  S10 1.434
10 S -2.394 0.066 0.118  C4 1.687, O7 1.667, O8 1.405, O9 1.434
11 H 1.973 -2.072 0.317  C1 1.101
12 H 2.157 -1.421 -1.414  C1 1.128
13 H 3.303 -0.934 -0.243  C1 1.093
14 H 2.713 1.354 0.543  C2 1.069
15 H 1.116 1.966 0.657  C2 1.116
16 H 1.999 1.739 -1.054  C2 1.164
17 H -0.097 -1.420 1.088  C3 1.102
18 H 1.060 -0.904 2.246  C3 1.077
19 H -0.183 0.277 1.764  C3 1.105
20 H -1.862 0.574 -2.062  C4 0.982
21 H -1.495 1.946 -1.012  C4 1.037
22 H -4.624 0.137 0.231  O7 0.930
23 H 0.237 -1.208 -1.050  N6 1.007

---

(8)
Density functional theory data (ωB97M-V/def2-TZVPD) for a cluster of 2 separate species, C5H13NO4 in total at a distorted geometry.

The calculation puts the maximum force at 4.2 eV Å⁻¹. The calculation puts the HOMO energy at -9.4 eV. The value obtained for the LUMO energy is 0.56 eV. As for the SMILES: C[C@@](O)(CO)CC(=O)O.N.

Last columns: bonded neighbours and bond lengths (Å).
Geometry (Å):
1 C -1.035 -1.777 -0.317  C2 1.530, H10 1.095, H11 1.099, H12 1.098
2 C -0.744 -0.327 0.077  C1 1.530, O3 1.424, C4 1.536, C6 1.534
3 O -0.616 0.483 -1.087  C2 1.424, H13 0.964
4 C -1.903 0.235 0.913  C2 1.536, O5 1.413, H14 1.103, H15 1.101
5 O -3.078 0.175 0.130  C4 1.413, H16 0.960
6 C 0.533 -0.186 0.915  C2 1.534, C7 1.525, H17 1.101, H18 1.099
7 C 1.908 -0.134 0.258  C6 1.525, O8 1.238, O9 1.359
8 O 2.878 0.150 0.972  C7 1.238
9 O 2.061 -1.078 -0.708  C7 1.359, H19 0.966
10 H -0.169 -2.216 -0.822  C1 1.095
11 H -1.265 -2.376 0.576  C1 1.099
12 H -1.900 -1.818 -0.992  C1 1.098
13 H -1.500 0.607 -1.452  O3 0.964
14 H -2.011 -0.355 1.839  C4 1.103
15 H -1.674 1.277 1.187  C4 1.101
16 H -3.753 0.738 0.515  O5 0.960
17 H 0.473 0.734 1.517  C6 1.101
18 H 0.572 -1.016 1.634  C6 1.099
19 H 2.980 -1.376 -0.697  O9 0.966
20 N 2.054 1.872 -0.991  H21 1.023, H22 1.017, H23 1.017
21 H 1.172 1.939 -1.505  N20 1.023
22 H 2.162 2.654 -0.349  N20 1.017
23 H 2.855 1.793 -1.613  N20 1.017

---

(9)
Density functional theory data (ωB97M-V/def2-TZVPD) for a cluster of 2 separate species, C5H13NOP in total at a distorted geometry.

As for the net charge: +1. The calculation puts the maximum force at 4.7 eV Å⁻¹. The calculation puts the HOMO energy at -12.2 eV. The value obtained for the LUMO energy is -5.98 eV.

Last columns: bonded neighbours and bond lengths (Å).
Geometry (Å):
1 C 3.845 -0.689 0.037  N6 1.246, H9 1.173, H10 1.109
2 C -0.308 2.089 0.869  C5 1.501, H11 1.051, H12 1.055, H13 1.123
3 C -3.124 -1.433 0.867  O7 1.278, H15 1.124, H16 1.059
4 C -0.153 -1.186 -1.454  P8 1.854, H17 1.125, H18 1.134, H19 1.067
5 C -1.159 1.247 -0.036  C2 1.501, P8 1.864, H20 1.176, H21 1.088
6 N 3.015 0.211 -0.198  C1 1.246, H14 1.025
7 O -1.992 -1.477 0.274  C3 1.278, P8 1.716
8 P -0.579 -0.506 0.218  C4 1.854, C5 1.864, O7 1.716
9 H 4.608 -0.691 0.927  C1 1.173
10 H 3.741 -1.547 -0.659  C1 1.109
11 H -0.576 3.105 0.868  C2 1.051
12 H -0.340 1.818 1.888  C2 1.055
13 H 0.749 2.237 0.519  C2 1.123
14 H 2.693 1.048 0.298  N6 1.025
15 H -3.628 -2.422 0.694  C3 1.124
16 H -3.625 -0.632 1.345  C3 1.059
17 H 0.953 -1.308 -1.625  C4 1.125
18 H -0.502 -0.411 -2.204  C4 1.134
19 H -0.608 -2.144 -1.575  C4 1.067
20 H -0.778 1.323 -1.147  C5 1.176
21 H -2.232 1.369 0.092  C5 1.088

---

(10)
Density functional theory data (ωB97M-V/def2-TZVPD) for a cluster of 2 separate species, C5H13NOP2 in total at a distorted geometry.

The calculation puts the maximum force at 5.1 eV Å⁻¹. The calculation puts the HOMO energy (spin up / spin down) at -8.1 / -8.1 eV. The value obtained for the LUMO energy (spin up / spin down) is 0.14 / 0.14 eV.

Last columns: bonded neighbours and bond lengths (Å).
Geometry (Å):
1 C -0.750 2.986 -0.413  C2 1.502, O7 1.410, H10 1.054, H11 1.176
2 C -1.202 1.556 -0.502  C1 1.502, C5 1.524, O7 1.354, H12 1.123
3 C -1.263 -0.829 -1.407  C5 1.539, H13 1.122, H14 1.087, H15 1.096
4 C 2.136 -0.451 -0.123  N6 1.420, H16 1.115, H17 1.132, H18 0.997
5 C -0.423 0.442 -1.191  C2 1.524, C3 1.539, H19 1.056
6 N 0.930 0.014 0.465  C4 1.420, P9 1.623
7 O -1.837 2.535 -1.189  C1 1.410, C2 1.354
8 P 0.610 -2.826 2.118  P9 2.187, H20 1.411, H21 1.435
9 P 0.044 -0.788 1.563  N6 1.623, P8 2.187, H22 1.462
10 H -0.838 3.593 0.445  C1 1.054
11 H 0.055 3.217 -1.238  C1 1.176
12 H -1.722 1.201 0.426  C2 1.123
13 H -0.499 -1.647 -1.331  C3 1.122
14 H -1.609 -0.779 -2.436  C3 1.087
15 H -2.088 -0.926 -0.691  C3 1.096
16 H 2.477 -0.080 -1.118  C4 1.115
17 H 3.040 -0.345 0.551  C4 1.132
18 H 1.995 -1.418 -0.319  C4 0.997
19 H 0.368 0.588 -1.875  C5 1.056
20 H 0.558 -2.590 3.508  P8 1.411
21 H -0.781 -3.172 2.051  P8 1.435
22 H 0.801 -0.280 2.705  P9 1.462

---

Q: maximum force of number 5 (C5H13NO2)?
A: 3.3 eV Å⁻¹

---

Q: The highest maximum force belongs to which entry?
A: C5H13NO2PS